This record from OMol25 describes a structure of composition C4H9NO. The level of theory is ωB97M-V/def2-TZVPD.

Last column: natural (NBO) charge in e.
Positions of all 15 atoms, in Å:
C (1.543466, -0.345669, 0.121090)  -0.1230
N (0.423454, 0.327754, -0.194292)  -0.3458
C (0.491799, 1.534695, -1.004394)  -0.4201
C (-0.757722, -0.511135, -0.192385)  0.4188
O (-1.531361, -0.425422, -1.159066)  -0.6882
C (-1.393654, -0.804586, 1.201968)  -0.6314
H (2.339009, 0.261681, 0.567312)  0.1777
H (0.159748, -1.497946, 0.149004)  0.0934
H (1.870704, -1.266560, -0.342227)  0.2067
H (0.484954, 1.223319, -2.055967)  0.2286
H (1.438700, 2.042489, -0.797167)  0.2080
H (-0.364225, 2.184448, -0.828653)  0.2231
H (-2.284357, -0.182916, 1.337699)  0.2203
H (-0.696375, -0.693735, 2.036469)  0.2096
H (-1.724140, -1.846418, 1.160610)  0.2224

Forces on atoms 1 to 6 (eV/Å):
-0.012 0.147 -0.102
0.021 -0.236 -0.024
-0.034 0.189 0.049
0.196 -0.042 0.070
0.254 -0.418 -0.060
-0.071 0.000 0.095

The value obtained for the total energy is -7827.1546 eV. The HOMO energy (spin up / spin down) is -8.332 / -8.327 eV. For the lowest unoccupied orbital energy (spin up / spin down), the calculation gives -0.023 / -0.023 Eh. The value obtained for the HOMO-LUMO gap (spin up / spin down) is 7.70 / 7.69 eV. The value obtained for the largest force on an atom is 0.5 eV/Å.

---

This record from OMol25 describes an isolated molecule of C4H9NO. The level of theory is ωB97M-V/def2-TZVPD.

Last column: natural (NBO) charge in e.
Positions of all 15 atoms, in Å:
C (-0.550268, -2.030130, 0.674516)  -0.6059
C (0.220537, -0.924330, -0.001403)  -0.3833
C (-0.210512, 0.495223, 0.508703)  -0.5016
C (0.705631, 1.372120, -0.308044)  0.6759
N (0.159144, 2.337242, -1.099117)  -0.8258
O (1.895700, 1.114342, -0.370041)  -0.6278
H (-0.308237, -3.021646, 0.276771)  0.2125
H (-1.617260, -1.839226, 0.543489)  0.1965
H (-0.312272, -2.019601, 1.743278)  0.2021
H (1.299911, -1.060941, 0.161951)  0.2339
H (0.119127, -0.963906, -1.097325)  0.1972
H (-1.274013, 0.789041, 0.392792)  0.2010
H (-0.013969, 0.602298, 1.585399)  0.2301
H (0.756842, 2.642979, -1.850854)  0.4025
H (-0.825236, 2.538031, -1.148283)  0.3928

Forces on atoms 1 to 6 (eV/Å):
-0.182 -0.041 0.108
-0.172 0.109 0.052
0.294 -0.194 -0.078
0.328 -0.025 -0.111
0.055 0.064 -0.090
-0.050 0.545 0.019

The value obtained for the total energy is -7831.9809 eV. As for the SMILES: CCCC(N)=O. The HOMO energy is -9.706 eV. For the lowest unoccupied orbital energy, the calculation gives 0.034 Eh. The value obtained for the HOMO-LUMO gap is 10.64 eV. The value obtained for the largest force on an atom is 0.8 eV/Å.

---

This record from OMol25 describes an isolated molecule of C4H9NO at a distorted geometry. The level of theory is ωB97M-V/def2-TZVPD.

Last column: natural (NBO) charge in e.
Positions of all 15 atoms, in Å:
C (1.471860, 0.740782, 0.250727)  -0.6148
C (0.015168, 0.369194, -0.277624)  -0.3171
C (-0.455039, 0.084403, -1.812926)  -0.6038
C (-0.570738, -0.862661, 0.400480)  0.6690
N (-0.057464, -1.360769, 1.564179)  -0.8285
O (-1.455618, -1.503541, -0.143063)  -0.6262
H (2.206244, -0.071879, 0.219943)  0.2162
H (1.466162, 1.048994, 1.317933)  0.2044
H (1.929374, 1.607143, -0.244577)  0.2212
H (-0.573860, 1.252436, -0.000181)  0.2245
H (-1.446924, -0.396810, -1.940175)  0.2591
H (-0.555387, 1.033790, -2.323657)  0.1982
H (0.205441, -0.612417, -2.338095)  0.2082
H (0.329294, -0.788206, 2.294246)  0.3893
H (-0.593362, -2.165620, 1.854573)  0.4002

Forces on atoms 1 to 6 (eV/Å):
-0.189 -0.189 -0.347
-0.539 -0.196 -0.565
0.777 0.545 0.315
-0.393 -0.395 0.018
0.016 -0.012 0.251
-0.012 -0.187 0.488

The value obtained for the total energy is -7831.3551 eV. As for the SMILES: CC(C)C(N)=O. The HOMO energy is -9.571 eV. For the lowest unoccupied orbital energy, the calculation gives 0.032 Eh. The value obtained for the HOMO-LUMO gap is 10.43 eV. The value obtained for the largest force on an atom is 1.3 eV/Å.

---

This record from OMol25 describes an isolated molecule of C4H9NO at a distorted geometry. The level of theory is ωB97M-V/def2-TZVPD.

Last column: natural (NBO) charge in e.
Positions of all 15 atoms, in Å:
C (2.367630, -0.850737, 1.154909)  -0.6140
C (0.881958, -0.777907, 0.759507)  -0.4161
C (0.518522, 0.448092, -0.088646)  -0.4961
C (-1.031545, 0.385983, -0.432045)  0.6764
N (-1.429206, 1.237771, -1.416868)  -0.8267
O (-1.776961, -0.486117, 0.017588)  -0.6189
H (3.111818, -0.972538, 0.280596)  0.2036
H (2.722564, 0.097572, 1.636513)  0.2035
H (2.490515, -1.732522, 1.887477)  0.2170
H (0.539175, -1.681001, 0.168615)  0.2192
H (0.282942, -0.753256, 1.709858)  0.2214
H (0.696566, 1.435483, 0.515651)  0.2210
H (1.143027, 0.553741, -1.132854)  0.2159
H (-0.841678, 1.926866, -1.828846)  0.3918
H (-2.344183, 1.117607, -1.821998)  0.4021

Forces on atoms 1 to 6 (eV/Å):
1.145 -0.631 -0.039
-0.129 -0.288 -0.280
-0.040 1.701 -0.748
0.758 -1.384 -0.342
-0.561 -0.141 0.216
0.894 1.376 -0.309

The value obtained for the total energy is -7831.5843 eV. As for the SMILES: CCCC(N)=O. The HOMO energy is -9.780 eV. For the lowest unoccupied orbital energy, the calculation gives 0.033 Eh. The value obtained for the HOMO-LUMO gap is 10.67 eV. The value obtained for the largest force on an atom is 3.0 eV/Å.

---

This record from OMol25 describes an isolated molecule of C4H9NO at a distorted geometry. The level of theory is ωB97M-V/def2-TZVPD.

Last column: natural (NBO) charge in e.
Positions of all 15 atoms, in Å:
C (1.029300, 0.571348, 1.077941)  -0.6119
C (-0.011806, 0.198817, 0.037394)  0.0372
C (0.555289, -0.043865, -1.362655)  -0.0575
O (-0.406377, -0.435746, -2.303175)  -0.7247
C (-0.850560, -0.830027, 0.653385)  -0.2496
N (-1.480010, 0.291885, -0.043296)  -0.6119
H (1.403106, -0.427863, 1.357014)  0.2127
H (1.874811, 1.157391, 0.713432)  0.2124
H (0.607279, 1.019263, 1.981943)  0.2194
H (1.091155, 0.864543, -1.695070)  0.1582
H (1.295646, -0.848424, -1.288426)  0.1705
H (-1.243892, -0.041532, -2.001029)  0.4909
H (-0.910389, -0.757466, 1.738413)  0.1799
H (-0.647218, -1.836517, 0.308606)  0.2029
H (-1.961721, 0.914752, 0.598160)  0.3715

Forces on atoms 1 to 6 (eV/Å):
0.138 0.269 0.029
0.270 -0.349 0.051
0.387 -0.055 0.271
-0.133 0.062 -0.018
0.017 -0.373 0.156
-0.059 0.209 0.188

The value obtained for the total energy is -7829.4871 eV. As for the SMILES: C[C@@]1(CO)CN1. The HOMO energy is -9.469 eV. For the lowest unoccupied orbital energy, the calculation gives 0.036 Eh. The value obtained for the HOMO-LUMO gap is 10.44 eV. The value obtained for the largest force on an atom is 1.4 eV/Å.

---

This record from OMol25 describes a cluster of 2 separate species, C4H9NO in total at a distorted geometry. The level of theory is ωB97M-V/def2-TZVPD.

Last column: natural (NBO) charge in e.
Positions of all 15 atoms, in Å:
C (-3.155249, 0.029375, -0.415076)  -0.4840
C (-2.060830, 0.340075, -1.135031)  0.1420
O (-1.807398, 1.578829, -1.597471)  -0.7095
H (-3.379504, -0.959433, -0.158416)  0.1983
H (-3.836632, 0.763705, 0.006075)  0.2024
H (-1.247707, -0.470276, -1.270010)  0.1599
H (-1.707336, 1.631657, -2.581212)  0.4906
C (2.366150, -0.667407, -0.373261)  -0.0930
N (2.006508, 0.319372, 0.408126)  -0.3723
C (1.890029, -0.043673, 1.826491)  -0.4508
H (2.787056, -0.442210, -1.366342)  0.1850
H (2.526699, -1.752314, 0.083123)  0.1392
H (2.471602, 0.731926, 2.353568)  0.2109
H (0.839567, -0.041418, 2.076107)  0.2094
H (2.307038, -1.018205, 2.143333)  0.1719

Forces on atoms 1 to 6 (eV/Å):
0.989 1.614 -0.491
-0.138 -2.442 0.505
0.333 1.151 -1.031
0.216 -1.372 0.525
-0.005 0.173 -0.627
-1.368 1.338 -0.274

The value obtained for the total energy is -7828.7953 eV. As for the SMILES: C=CO.C=NC. The HOMO energy is -9.181 eV. For the lowest unoccupied orbital energy, the calculation gives 0.034 Eh. The value obtained for the HOMO-LUMO gap is 10.10 eV. The value obtained for the largest force on an atom is 3.6 eV/Å.

---

This record from OMol25 describes an isolated molecule of C4H9NO at a distorted geometry. The level of theory is ωB97M-V/def2-TZVPD.

Last column: natural (NBO) charge in e.
Positions of all 15 atoms, in Å:
C (2.175431, 0.536404, -0.054178)  -0.2428
O (0.772394, 0.484055, -0.011135)  -0.5554
C (0.258230, -0.822548, 0.146055)  -0.0725
C (-1.252874, -0.735248, -0.052242)  -0.1344
C (-1.953510, 0.449043, 0.481298)  -0.2629
N (-1.806302, 0.278792, -0.956896)  -0.5827
H (2.569967, 0.000193, -0.931988)  0.1670
H (2.628213, 0.105940, 0.853101)  0.1664
H (2.458132, 1.590989, -0.122755)  0.1957
H (0.560950, -1.213633, 1.137905)  0.1746
H (0.688173, -1.497522, -0.609814)  0.1676
H (-1.807370, -1.594011, -0.386320)  0.2205
H (-1.310693, 1.213435, 0.909316)  0.2063
H (-2.952573, 0.385011, 0.906380)  0.1968
H (-1.028166, 0.819093, -1.308732)  0.3558

Forces on atoms 1 to 6 (eV/Å):
0.272 0.013 -0.002
0.020 -0.016 -0.035
-0.143 -0.134 -0.222
0.117 0.105 -0.487
-0.132 0.159 0.198
0.280 0.373 -0.432

The value obtained for the total energy is -7829.5381 eV. As for the SMILES: COC[C@H]1CN1. The HOMO energy is -9.411 eV. For the lowest unoccupied orbital energy, the calculation gives 0.037 Eh. The value obtained for the HOMO-LUMO gap is 10.41 eV. The value obtained for the largest force on an atom is 1.5 eV/Å.

---

This record from OMol25 describes a cluster of 2 separate species, C4H9NO in total. The level of theory is ωB97M-V/def2-TZVPD.

Last column: natural (NBO) charge in e.
Positions of all 15 atoms, in Å:
C (-1.420079, -0.912710, 0.413375)  -0.4060
N (-0.592524, -0.034751, -0.431785)  -0.2415
C (-0.892531, 1.261774, -0.411105)  -0.3672
C (0.403061, -0.632116, -1.087054)  -0.3696
C (2.002253, 0.450447, 0.814146)  0.2679
O (3.169456, 0.153089, 0.781965)  -0.5351
H (-2.158085, -1.418926, -0.211891)  0.2196
H (-1.916727, -0.315042, 1.177793)  0.2164
H (-0.772410, -1.649439, 0.891712)  0.2173
H (-1.764116, 1.585505, 0.137294)  0.1947
H (1.567861, 1.284920, 0.228230)  0.1101
H (-0.365661, 1.927326, -1.082256)  0.1964
H (0.976630, -0.063271, -1.805175)  0.2034
H (0.520600, -1.700649, -0.984707)  0.2002
H (1.281814, -0.032161, 1.509025)  0.0934

Forces on atoms 1 to 6 (eV/Å):
-0.050 -0.100 0.109
0.088 0.114 -0.013
-0.022 -0.063 -0.086
-0.071 0.033 -0.055
0.161 0.010 0.058
-0.342 0.088 0.052

The value obtained for the total energy is -7828.2514 eV. The HOMO energy is -7.265 eV. For the lowest unoccupied orbital energy, the calculation gives 0.029 Eh. The value obtained for the HOMO-LUMO gap is 8.06 eV. The value obtained for the largest force on an atom is 0.4 eV/Å.

---

Energy above the lowest of the compared OMol25 structures with the same formula, charge and spin in kcal/mol, matching the order above: 119.12, 7.82, 22.25, 16.97, 65.33, 81.28, 64.15, 93.82